[1]
C3H4HgNaO3 as an isolated structure in a non-equilibrium geometry, computed with ωB97M-V/def2-TZVPD.

```
12
Properties=species:S:1:pos:R:3
O -3.0294 -0.1392 -0.3177
C -2.4442 -1.2123 0.1707
C -0.9528 -1.3092 0.0052
Hg -2.2127 1.7110 -0.5960
H -1.8270 -1.1513 1.3245
H -0.7152 -1.4939 -1.0521
H -0.4361 -2.0996 0.5637
O -0.2303 0.3777 0.0450
C 1.0168 0.5809 -0.0171
Na 3.6253 2.4322 0.0580
O 1.7205 1.4072 0.5162
H -2.8978 -2.1948 -0.0813
```

The total charge is +1. The calculation puts the HOMO-LUMO gap (spin up / spin down) at 6.96 / 6.83 eV. The maximum force is 5.67 eV Å⁻¹. The LUMO energy (spin up / spin down) is -4.4 / -4.9 eV. Its multiplicity is 3.


[2]
A 2-piece molecular cluster, C3H7NO2 overall, computed with ωB97M-V/def2-TZVPD.

```
13
Properties=species:S:1:pos:R:3
H -2.0871 -0.0753 1.8666
N -1.2339 0.0652 1.3319
C -0.5711 1.0369 1.8157
O 0.5921 1.4455 1.3296
H -0.8685 1.6484 2.6730
H 0.8490 0.8550 0.5767
C 0.3626 -0.1647 -1.8394
C 0.5050 -1.3231 -0.9614
O 1.3108 -0.1534 -0.7723
H 0.8092 -0.1714 -2.8318
H -0.4915 0.4955 -1.6989
H 1.0656 -2.1898 -1.3050
H -0.2424 -1.4688 -0.1847
```

As for the SMILES: [H]/N=C/O.C1CO1. The energy relative to the best compared isomer or geometry (same formula, charge and spin) is 56.0 kcal/mol. The calculation puts the HOMO-LUMO gap at 11.31 eV. The maximum force is 0.38 eV Å⁻¹. The LUMO energy is 1.1 eV.


[3]
A 2-piece molecular cluster, C3H4O6S overall in a non-equilibrium geometry, computed with ωB97M-V/def2-TZVPD.

```
14
Properties=species:S:1:pos:R:3
C -1.3241 2.2950 -0.8329
C -1.0827 -0.9151 0.4503
C 0.1285 0.1028 0.3478
O -0.5595 3.1550 -1.1545
O 2.6983 -0.2416 0.2727
O -2.3449 1.6802 -0.9775
O 1.6116 -0.4120 -1.9019
O 1.3318 -2.2605 -0.3589
O 0.7019 0.4244 1.5769
S 1.5172 -0.7841 -0.4548
H -1.1315 -1.3187 1.5842
H -1.9692 -0.1982 0.4673
H -1.1648 -1.7896 -0.2081
H 1.5875 0.2624 1.1895
```

The total charge is -2. The energy relative to the best compared isomer or geometry (same formula, charge and spin) is 59.2 kcal/mol. The calculation puts the HOMO-LUMO gap (spin up / spin down) at 4.67 / 4.67 eV. The maximum force is 3.98 eV Å⁻¹. The LUMO energy (spin up / spin down) is 6.3 / 6.3 eV.


[4]
A 2-piece molecular cluster, C4H6F4NO overall in a non-equilibrium geometry, computed with ωB97M-V/def2-TZVPD.

```
16
Properties=species:S:1:pos:R:3
C -1.5931 -0.4366 -0.1447
C 2.0519 -0.1601 0.2292
C -1.6321 1.0536 0.1884
C 1.1384 1.9943 0.2883
N 1.4619 0.7800 -0.4643
O 0.8269 0.5639 -1.5320
F -1.9561 1.6880 -1.0163
F -2.7668 1.3212 0.9821
F 1.0293 3.0314 -0.7084
F 2.1527 2.4095 1.1042
H -1.3408 -1.1448 0.7207
H -2.5220 -0.7207 -0.5481
H -0.8676 -0.4473 -0.8835
H 2.3190 -1.0532 -0.2031
H 2.6380 0.0980 0.9960
H -0.7518 1.5165 0.6163
```

The total charge is -1. The energy relative to the best compared isomer or geometry (same formula, charge and spin) is 21.8 kcal/mol. The calculation puts the HOMO-LUMO gap (spin up / spin down) at 7.16 / 7.16 eV. The maximum force is 3.76 eV Å⁻¹. The LUMO energy (spin up / spin down) is 4.1 / 4.1 eV.


[5]
One molecule with the formula C5H8OSi in a non-equilibrium geometry, computed with ωB97M-V/def2-TZVPD.

```
15
Properties=species:S:1:pos:R:3
C 2.6532 -0.6674 1.5423
C 1.4446 -0.3974 0.8661
C 0.5584 0.7050 0.8502
C -0.6316 0.9943 0.2855
Si -1.7165 -0.2113 -0.5429
C -2.4789 -0.1892 -2.1988
O -3.1878 0.4210 -0.9489
H 3.3083 -1.5317 1.4949
H 3.2427 0.1583 1.9386
H 1.0136 -1.3238 0.4323
H 1.0667 1.5209 1.3199
H -0.8667 2.0180 0.5308
H -2.0694 -1.4725 0.2927
H -2.2087 0.5957 -2.8760
H -3.0610 -0.9637 -2.6657
```

As for the SMILES: C=C/C=C\[Si@@H]1CO1. The energy relative to the best compared isomer or geometry (same formula, charge and spin) is 48.4 kcal/mol. The calculation puts the HOMO-LUMO gap at 8.85 eV. The maximum force is 5.54 eV Å⁻¹. The LUMO energy is -0.3 eV.


[6]
A 2-piece molecular cluster, C6H12N2O overall in a non-equilibrium geometry, computed with ωB97M-V/def2-TZVPD.

```
21
Properties=species:S:1:pos:R:3
H -3.2827 -1.6235 -0.6912
N -2.7509 -1.0154 -0.0800
C -1.6143 -0.6483 -0.5355
N -1.2328 -0.8866 -1.8540
O -1.1125 0.5911 -0.0625
C -1.8620 1.2606 0.9382
H -0.2481 -0.7900 -2.0436
H -1.5863 -1.7346 -2.2692
H -2.2855 0.6021 1.6989
H -1.1559 1.9019 1.4648
H -2.6893 1.7847 0.4553
C 2.4891 1.9880 0.1756
C 1.8123 0.7067 0.1966
C 1.4832 -0.4654 0.2377
C 1.5145 -1.9092 0.4247
H 3.3352 1.9764 -0.5145
H 2.8745 2.2571 1.1603
H 1.8217 2.7967 -0.1240
H 2.1468 -2.1836 1.2693
H 0.4906 -2.2147 0.6465
H 1.8525 -2.3938 -0.4933
```

As for the SMILES: [H]/N=C(\N)OC.CC#CC. The energy relative to the best compared isomer or geometry (same formula, charge and spin) is 75.1 kcal/mol. The calculation puts the HOMO-LUMO gap at 9.71 eV. The maximum force is 4.92 eV Å⁻¹. The LUMO energy is 0.9 eV.